[1]
Formula: C16H17ClN2O5
Source: the Open Molecules 2025 dataset
Level of theory: wB97M-V/def2-TZVPD

The frontier orbital gap comes out at 7.706 eV. The HOMO energy comes out at -8.616 eV. Its total charge is 0. The energy relative to the best compared isomer or geometry (same formula, charge and spin) is 12.205 eV. The structure (SMILES) is CCOC(=O)C1=C(COC(=O)c2cccc(Cl)c2)NC(=O)N[C@H]1C. The largest force on an atom comes out at 15.02 eV/A. Its lowest unoccupied orbital energy is -0.910 eV.

Each line ends with the Mulliken charge.
Cartesian coordinates (Å):
C1 6.621 2.126 1.182  -1.267
C2 5.445 2.288 0.294  -0.204
O1 4.570 0.907 0.230  -0.320
C3 3.337 0.965 -0.256  0.508
O2 2.926 1.871 -0.802  -0.624
C4 2.687 -0.213 -0.283  -0.128
C5 1.444 -0.491 -0.794  0.140
C6 0.546 0.537 -1.353  -1.060
O3 -0.524 1.002 -1.053  -0.174
C7 -1.523 0.087 -0.956  0.656
O4 -1.603 -1.162 -1.564  -0.714
C8 -2.758 0.794 -0.299  0.175
C9 -2.717 1.897 0.414  -0.699
C10 -3.917 2.318 0.883  -0.496
C11 -5.058 1.736 0.923  -0.291
C12 -5.074 0.366 0.384  0.535
Cl1 -6.554 -0.486 0.093  -0.212
C13 -4.059 -0.135 -0.197  -1.176
N1 0.966 -1.791 -0.517  -0.123
C14 1.272 -2.436 0.501  0.353
O5 0.562 -3.506 0.670  -0.774
N2 2.497 -2.462 0.999  -0.119
C15 3.428 -1.350 0.454  0.444
C16 4.373 -2.061 -0.220  -1.418
H1 7.139 3.082 1.062  0.384
H2 7.040 1.431 0.791  0.478
H3 6.416 1.834 2.296  0.240
H4 5.663 2.600 -0.784  0.297
H5 4.737 3.086 0.664  0.312
H6 0.375 0.076 -2.398  0.379
H7 1.155 1.414 -1.514  0.663
H8 -1.847 2.286 0.396  0.887
H9 -3.890 3.226 1.528  0.250
H10 -5.917 2.206 1.490  0.308
H11 -3.999 -1.026 -0.558  0.767
H12 -0.024 -1.936 -1.026  0.475
H13 2.832 -2.855 1.830  0.250
H14 3.949 -0.854 1.549  0.235
H15 3.963 -2.624 -1.147  0.258
H16 5.137 -1.363 -0.620  0.308
H17 5.068 -2.715 0.124  0.497


[2]
Formula: C25H27CoN4O2Si
Source: the Open Molecules 2025 dataset
Level of theory: wB97M-V/def2-TZVPD

The frontier orbital gap (spin up / spin down) comes out at 6.686 / 6.957 eV. The HOMO energy (spin up / spin down) comes out at -7.752 / -8.465 eV. Its total charge is 0. The energy relative to the best compared isomer or geometry (same formula, charge and spin) is 0.729 eV. The largest force on an atom comes out at 3.29 eV/A. As for the expectation value of S²: 6.0668. Its lowest unoccupied orbital energy (spin up / spin down) is -1.066 / -1.508 eV. The spin multiplicity is 5.

Each line ends with the Mulliken charge.
Cartesian coordinates (Å):
Co1 -0.747 -0.980 0.512  0.085
O1 0.659 3.771 -1.729  -0.673
C1 1.764 2.985 -1.828  1.020
C2 2.915 3.605 -2.282  -0.925
C3 4.090 2.871 -2.379  -0.038
C4 4.143 1.519 -1.978  -1.091
C5 2.957 0.956 -1.615  -0.441
C6 1.767 1.644 -1.475  0.578
C7 0.615 0.836 -1.005  0.441
O2 0.790 -0.359 -0.571  -0.709
N1 -0.557 1.461 -1.033  -1.135
N2 -1.409 0.810 -0.330  0.583
C8 -2.658 0.998 -0.371  -0.216
C9 -3.497 0.144 0.410  0.720
C10 -4.891 0.173 0.287  -0.779
C11 -5.672 -0.794 0.940  -0.242
C12 -5.001 -1.765 1.669  -0.581
C13 -3.673 -1.659 1.808  -0.345
N3 -2.879 -0.717 1.239  -0.078
H1 -0.083 3.150 -1.543  0.505
H2 2.907 4.680 -2.367  0.451
H3 5.043 3.431 -2.680  0.306
H4 5.104 1.053 -1.946  0.477
H5 2.920 -0.100 -1.326  0.388
H6 -3.145 1.818 -0.939  0.339
H7 -5.416 0.949 -0.304  0.341
H8 -6.810 -0.802 0.754  0.309
H9 -5.422 -2.614 2.190  0.404
H10 -3.140 -2.362 2.437  0.395
C14 0.339 1.580 2.917  -1.238
C15 1.290 2.230 2.152  1.227
C16 1.058 3.583 1.616  -0.517
C17 2.082 4.313 1.061  -0.485
C18 3.375 3.824 1.009  0.605
C19 3.688 2.518 1.516  -0.680
C20 2.657 1.773 2.066  -0.536
C21 4.371 4.628 0.354  0.017
N4 5.193 5.278 -0.102  -0.548
H11 -0.647 2.111 3.065  0.258
H12 0.495 0.542 3.354  0.337
H13 0.078 4.052 1.621  0.345
H14 1.869 5.357 0.675  0.300
H15 4.665 2.112 1.479  0.499
H16 2.742 0.746 2.343  0.372
C22 -0.261 -5.985 -0.163  -1.025
Si1 -1.016 -4.173 -0.582  0.248
C23 -2.867 -4.293 -0.894  -0.858
C24 0.027 -3.559 -1.982  -0.836
C25 -0.550 -2.981 0.842  -0.843
H17 -0.290 -6.640 -1.079  0.306
H18 -0.632 -6.483 0.838  0.252
H19 0.771 -5.735 -0.059  0.287
H20 -3.057 -4.629 -1.856  0.439
H21 -3.176 -3.262 -0.701  0.081
H22 -3.270 -4.962 -0.141  0.260
H23 -0.369 -3.916 -2.935  0.378
H24 1.029 -3.864 -1.773  0.238
H25 0.078 -2.404 -2.046  0.127
H26 0.558 -3.096 1.043  0.345
H27 -0.906 -3.371 1.816  0.557


[3]
Formula: C3H8N
Source: the Open Molecules 2025 dataset
Level of theory: wB97M-V/def2-TZVPD

The frontier orbital gap comes out at 11.244 eV. The HOMO energy comes out at -15.141 eV. Its total charge is +1. The energy relative to the best compared isomer or geometry (same formula, charge and spin) is 0.258 eV. The structure (SMILES) is C=C(C)[NH3+]. The largest force on an atom comes out at 1.79 eV/A. Its lowest unoccupied orbital energy is -3.898 eV.

Each line ends with the Mulliken charge.
Cartesian coordinates (Å):
C1 0.912 1.142 -0.491  -0.853
C2 0.231 0.105 -0.056  0.712
C3 -0.109 -1.151 -0.806  -1.363
N1 -0.539 0.237 1.256  -0.296
H1 1.156 1.982 0.148  0.285
H2 1.285 1.191 -1.502  0.278
H3 -1.124 -0.954 -1.185  0.381
H4 0.537 -1.345 -1.652  0.374
H5 -0.160 -2.021 -0.151  0.380
H6 0.099 0.203 2.052  0.354
H7 -1.234 -0.501 1.217  0.362
H8 -1.055 1.112 1.170  0.386


[4]
Formula: C3H6N2O
Source: the Open Molecules 2025 dataset
Level of theory: wB97M-V/def2-TZVPD

The frontier orbital gap comes out at 10.592 eV. The HOMO energy comes out at -9.621 eV. Its total charge is 0. The energy relative to the best compared isomer or geometry (same formula, charge and spin) is 1.014 eV. The structure (SMILES) is C/N=C/NC=O. The largest force on an atom comes out at 0.37 eV/A. Its lowest unoccupied orbital energy is 0.971 eV.

Each line ends with the Mulliken charge.
Cartesian coordinates (Å):
C1 2.210 0.537 0.343  -0.664
N1 0.883 0.608 -0.196  -0.441
C2 -0.035 -0.190 0.135  0.046
N2 -1.260 0.024 -0.482  -0.116
C3 -2.453 -0.629 -0.343  0.168
O1 -3.452 -0.315 -0.950  -0.544
H1 2.424 1.490 0.838  0.238
H2 2.393 -0.285 1.051  0.307
H3 2.908 0.448 -0.496  0.236
H4 0.021 -1.027 0.845  0.227
H5 -1.220 0.807 -1.120  0.295
H6 -2.419 -1.468 0.375  0.247


- What is the formula in the fourth record?
  C3H6N2O


- Among the records above, which one has the highest total charge?
  C3H8N


- What is the energy relative to the best compared isomer or geometry (same formula, charge and spin) in the first record?
  12.205 eV


- energy relative to the best compared isomer or geometry (same formula, charge and spin) of number 3 (C3H8N)?
  0.258 eV